16
Properties=species:S:1:pos:R:3:forces:R:3 method="wB97M-V/def2-TZVPD" spin_multiplicity=3 charge=0 e_lumo_ha="0.0355 / -0.0265" total_energy_ha=-649.4344 e_above_lowest_kcal_mol=38.8
C 0.004 0.401 -0.048 -2.2 0.6 1.2
C 1.968 0.256 -0.568 2.5 0.8 0.8
C -1.717 -0.397 1.514 0.0 -0.4 -0.2
C -0.762 -0.808 0.370 0.1 0.6 0.9
O 1.219 0.747 0.538 -0.3 -1.4 -2.7
O -1.431 -1.419 -0.706 -0.3 0.0 -0.5
P 2.238 1.351 -1.970 -0.4 -0.3 0.4
H -0.413 1.118 -0.747 -0.1 0.0 0.0
H 2.021 -0.820 -0.654 0.0 -0.1 0.0
H -2.177 0.568 1.308 -0.1 0.0 -0.1
H -1.154 -0.308 2.440 0.0 0.0 0.1
H -2.494 -1.153 1.630 0.0 0.0 0.1
H -0.085 -1.578 0.744 0.1 0.1 0.0
H -2.056 -0.797 -1.094 0.0 0.0 0.0
H 3.388 0.691 -2.387 0.4 -0.3 -0.4
H 2.954 2.324 -1.270 0.1 0.4 0.2

***

92
Properties=species:S:1:pos:R:3:forces:R:3 method="wB97M-V/def2-TZVPD" spin_multiplicity=2 charge=-1 e_lumo_ha="0.0876 / 0.0831" total_energy_ha=-9198.0228 e_above_lowest_kcal_mol=0.0
Cu 0.355 -0.657 -0.926 -0.5 0.1 0.5
C 3.576 1.013 -1.580 0.1 0.0 0.0
Si 2.099 0.867 -0.429 -0.1 -0.1 0.0
C 2.943 0.459 1.257 0.1 0.0 0.1
C 4.127 1.119 1.625 -0.1 0.0 0.0
C 4.791 0.843 2.806 0.0 0.0 0.0
C 4.297 -0.126 3.672 0.0 0.0 0.0
C 3.137 -0.796 3.339 0.0 0.0 0.0
C 2.463 -0.508 2.149 0.0 0.0 -0.1
P 0.901 -1.361 1.739 -0.1 0.0 0.0
C 0.095 -1.274 3.397 0.1 0.0 0.0
C -0.056 -0.003 3.959 0.0 0.0 0.0
C -0.702 0.177 5.170 0.0 0.0 0.0
C -1.218 -0.919 5.852 0.0 0.0 0.0
C -1.062 -2.187 5.317 0.0 0.0 0.0
C -0.406 -2.364 4.103 -0.1 0.0 -0.1
C 1.379 -3.116 1.572 -0.1 0.0 -0.1
C 0.366 -4.048 1.330 0.0 0.0 0.0
C 0.672 -5.367 1.038 0.1 0.0 0.0
C 1.999 -5.770 0.955 0.0 0.0 0.0
C 3.010 -4.845 1.164 0.0 0.0 0.0
C 2.702 -3.527 1.471 0.1 0.0 0.1
C 1.404 2.633 -0.199 0.0 0.2 0.0
C 2.244 3.724 0.059 0.0 0.0 0.0
C 1.750 5.005 0.233 0.0 0.0 0.0
C 0.381 5.237 0.161 0.0 0.0 0.0
C -0.472 4.181 -0.103 -0.1 0.0 0.0
C 0.033 2.894 -0.299 0.0 -0.1 0.0
P -1.081 1.492 -0.681 0.2 -0.1 -0.2
C -2.512 1.879 0.403 0.0 0.0 -0.1
C -2.397 1.537 1.746 0.1 0.0 0.1
C -3.414 1.803 2.646 0.0 0.0 -0.1
C -4.583 2.411 2.204 0.0 0.0 0.0
C -4.714 2.752 0.866 0.0 0.0 0.0
C -3.685 2.489 -0.031 0.0 0.0 -0.1
C -1.784 1.864 -2.331 0.0 0.0 0.1
C -2.677 0.935 -2.865 0.0 0.0 0.0
C -3.245 1.138 -4.113 0.0 0.0 0.0
C -2.931 2.278 -4.842 0.0 0.0 0.0
C -2.049 3.209 -4.313 0.0 0.0 0.0
C -1.478 3.002 -3.065 0.1 0.0 0.0
H 4.418 1.515 -1.101 0.1 0.0 0.0
H 3.316 1.566 -2.478 0.0 0.0 0.0
H 3.911 0.018 -1.876 0.0 0.0 0.0
H 4.550 1.865 0.967 0.0 0.1 0.0
H 5.701 1.378 3.051 0.0 0.0 0.0
H 4.814 -0.354 4.596 0.0 0.0 0.0
H 2.740 -1.549 4.010 0.0 0.0 0.0
H 0.365 0.857 3.450 0.0 0.0 0.0
H -0.801 1.172 5.583 0.0 0.0 0.0
H -1.729 -0.784 6.797 0.0 0.0 0.0
H -1.446 -3.050 5.845 0.0 0.0 0.0
H -0.283 -3.363 3.710 0.0 0.0 0.0
H -0.669 -3.733 1.340 -0.1 0.0 0.0
H -0.126 -6.073 0.849 0.0 0.0 0.0
H 2.243 -6.794 0.701 0.0 0.0 0.0
H 4.047 -5.140 1.066 0.0 0.0 0.0
H 3.505 -2.810 1.601 0.0 0.0 0.0
H 3.314 3.569 0.125 0.1 0.0 0.0
H 2.429 5.826 0.432 0.0 0.0 0.0
H -0.017 6.233 0.307 0.0 0.0 0.0
H -1.541 4.356 -0.155 0.0 0.0 0.0
H -1.503 1.036 2.089 0.1 0.0 0.0
H -3.299 1.515 3.684 0.0 0.0 0.0
H -5.391 2.607 2.897 0.0 0.0 0.0
H -5.622 3.223 0.512 0.0 0.0 0.0
H -3.805 2.759 -1.073 0.0 0.0 0.0
H -2.924 0.043 -2.305 0.0 0.0 0.0
H -3.925 0.399 -4.516 0.0 0.0 0.0
H -3.370 2.436 -5.818 0.0 0.0 0.0
H -1.793 4.097 -4.878 0.0 0.0 0.0
H -0.764 3.717 -2.677 0.0 0.0 0.0
Cl -0.132 -1.806 -3.939 -0.1 0.0 0.1
C -1.385 -2.268 -2.808 0.1 0.0 -0.2
C -1.308 -1.812 -1.496 0.3 0.1 -0.1
C -2.364 -2.215 -0.698 -0.2 0.0 0.2
Cl -2.437 -1.657 0.967 0.0 -0.1 -0.1
C -3.422 -3.018 -1.131 -0.1 0.0 0.0
Cl -4.706 -3.487 -0.067 0.1 0.0 0.0
C -3.449 -3.441 -2.454 0.0 0.0 0.0
Cl -4.747 -4.422 -3.037 0.0 0.0 0.0
C -2.418 -3.058 -3.308 0.0 0.0 0.0
Cl -2.457 -3.563 -4.964 0.0 0.0 0.1
Se 3.985 -2.747 -3.209 -0.2 0.1 0.2
C 2.649 -2.319 -2.071 0.3 -0.2 -0.3
N 1.773 -2.034 -1.361 0.2 0.1 0.0
C 1.750 0.297 -5.686 0.0 0.1 0.1
C 1.414 1.040 -4.473 0.0 -0.4 -0.2
N 1.147 1.575 -3.496 0.0 0.3 0.1
H 0.898 -0.307 -5.993 0.0 0.0 0.0
H 2.596 -0.359 -5.484 0.0 0.0 0.1
H 2.005 0.993 -6.483 0.0 0.0 0.0

***

7
Properties=species:S:1:pos:R:3:forces:R:3 method="wB97M-V/def2-TZVPD" spin_multiplicity=1 charge=0 e_lumo_ha="-0.0440 / -0.0699" total_energy_ha=-505.6547 e_above_lowest_kcal_mol=92.8
C 1.286 -0.188 0.038 0.0 2.0 -1.2
C -1.568 0.174 0.159 1.2 1.4 5.7
N 0.697 -0.449 1.081 -2.0 -0.1 -0.5
O -2.319 0.615 0.945 0.9 -0.8 -2.1
F 2.491 -0.540 -0.337 0.5 -0.5 0.2
F 0.898 0.725 -0.941 0.0 -0.9 0.6
F -1.486 -0.338 -0.945 -0.6 -1.1 -2.8

***

22
Properties=species:S:1:pos:R:3:forces:R:3 method="wB97M-V/def2-TZVPD" spin_multiplicity=1 charge=0 e_lumo_ha=0.0344 total_energy_ha=-404.4166 e_above_lowest_kcal_mol=69.6
C -2.977 -0.922 -0.431 -2.5 -0.8 -1.5
C -2.442 -0.008 0.343 1.1 0.8 0.6
C -0.971 0.131 0.603 0.1 1.1 1.4
C -0.072 0.745 -0.450 -0.2 -1.2 0.4
C 0.972 1.755 -0.106 -0.5 -0.3 1.8
O 0.269 2.957 0.113 -0.7 1.4 -0.8
N -0.016 -0.670 -0.076 0.3 -0.7 -0.7
C 1.147 -1.279 0.619 -1.2 1.0 0.8
C 2.314 -1.378 -0.337 -0.3 0.6 0.5
H -2.377 -1.674 -1.008 -0.6 0.8 0.9
H -4.138 -0.881 -0.617 2.5 -0.3 0.3
H -3.013 0.809 0.806 -0.1 -0.6 -0.2
H -0.741 0.454 1.668 -0.1 -0.4 -1.2
H -0.601 0.945 -1.389 0.4 -0.2 0.0
H 1.474 1.552 0.886 -0.5 -0.1 -1.0
H 1.762 1.816 -0.841 0.1 0.3 -0.5
H -0.446 3.106 -0.562 1.2 -0.5 0.8
H 1.241 -0.842 1.670 0.7 0.0 -1.4
H 0.864 -2.288 0.826 -0.5 -0.8 0.2
H 3.125 -1.905 0.112 0.8 -0.1 0.5
H 2.635 -0.399 -0.695 0.1 -0.2 -0.1
H 1.992 -2.023 -1.136 -0.2 0.1 -0.7

***

85
Properties=species:S:1:pos:R:3:forces:R:3 method="wB97M-V/def2-TZVPD" spin_multiplicity=1 charge=0 e_lumo_ha=-0.0770 total_energy_ha=-2790.8703
C 9.119 2.920 2.477 -0.1 -0.1 -0.5
C 9.351 2.186 1.139 0.2 -0.6 0.8
C 9.803 0.711 1.291 -0.4 0.0 -0.2
C 8.625 -0.251 1.652 0.8 0.4 -0.9
C 8.116 -1.026 0.405 -1.0 0.1 0.5
C 6.591 -1.448 0.470 0.8 0.5 -0.4
C 5.822 -1.120 -0.856 0.2 -0.9 0.8
C 4.675 -2.120 -1.089 0.0 0.5 -0.1
C 3.375 -1.679 -0.410 -0.1 -0.2 0.0
C 2.091 -2.069 -1.155 0.5 0.4 0.4
C 0.872 -1.585 -0.372 0.1 -0.1 0.1
C -0.476 -2.143 -0.840 -0.1 0.1 -0.6
C -1.331 -1.087 -1.592 0.1 0.1 0.8
Nb -3.100 -0.294 -0.466 -0.5 1.8 -2.6
C -4.618 -1.376 -1.783 0.3 -1.2 0.7
C -5.538 -2.392 -1.128 -0.3 0.2 -0.5
O -5.728 -2.090 0.260 0.0 0.1 0.3
C -6.578 -2.964 0.929 -0.2 -0.3 -0.4
C -7.880 -2.278 1.341 0.6 0.3 -0.2
F -8.740 -3.238 1.780 0.0 0.0 0.0
F -8.428 -1.680 0.259 -0.2 -0.2 0.2
C -7.694 -1.178 2.457 -0.2 -0.2 -0.1
F -7.911 0.049 1.944 0.1 -0.1 0.0
F -6.427 -1.242 2.916 -0.1 0.1 0.0
C -8.648 -1.322 3.672 0.4 0.0 0.3
F -8.260 -2.387 4.412 -0.2 0.1 -0.2
F -9.921 -1.503 3.255 0.0 0.0 0.0
C -8.668 -0.059 4.562 -0.2 -0.1 -0.1
F -9.358 -0.352 5.695 0.1 0.0 -0.1
F -7.422 0.313 4.915 -0.1 0.0 0.0
O -4.532 0.750 0.680 0.3 -0.1 -0.2
C -5.557 1.134 0.045 -0.2 -0.1 0.2
N -6.518 1.447 -0.523 -0.1 0.2 -0.1
O -2.986 1.359 -1.643 0.2 -1.0 1.6
C -2.809 2.616 -1.027 0.0 0.4 -0.5
C -1.877 3.481 -1.851 0.0 0.3 -0.1
O -2.352 3.596 -3.177 0.0 -0.2 0.0
C -1.386 4.038 -4.092 0.2 0.2 -0.2
C -1.198 5.553 -4.070 0.1 0.0 0.0
H 9.937 2.690 3.157 0.0 0.1 0.1
H 9.077 3.997 2.317 0.1 0.0 0.0
H 8.176 2.659 2.973 0.1 -0.2 0.1
H 8.419 2.149 0.569 0.5 0.5 -0.5
H 10.098 2.738 0.574 -0.1 0.0 -0.2
H 10.195 0.391 0.324 0.2 0.0 0.1
H 10.620 0.630 2.007 0.0 0.1 0.1
H 7.826 0.396 1.996 1.0 -1.0 1.1
H 8.927 -0.912 2.459 -0.3 -0.1 0.0
H 8.729 -1.912 0.252 0.1 0.0 -0.1
H 8.219 -0.417 -0.498 0.3 0.2 0.1
H 6.517 -2.519 0.635 0.0 0.0 0.1
H 6.154 -0.983 1.363 -0.3 -0.3 -0.1
H 6.548 -1.224 -1.664 0.0 0.2 -0.1
H 5.390 -0.105 -0.873 0.3 -0.1 -0.1
H 5.008 -3.093 -0.724 -0.1 -0.1 -0.1
H 4.523 -2.225 -2.166 -0.1 0.1 0.0
H 3.398 -0.587 -0.301 -0.1 0.0 0.0
H 3.308 -2.087 0.604 0.1 0.0 0.0
H 2.142 -1.585 -2.135 -0.2 -0.2 -0.2
H 2.096 -3.154 -1.281 -0.2 0.0 -0.1
H 0.858 -0.493 -0.434 -0.1 0.0 0.1
H 1.041 -1.826 0.683 -0.1 0.0 0.0
H -1.026 -2.550 0.006 0.0 0.0 0.0
H -0.286 -2.983 -1.520 0.0 -0.1 0.1
H -1.677 -1.461 -2.560 -0.1 0.0 0.0
H -0.699 -0.221 -1.810 -0.1 0.0 -0.1
H -1.841 0.295 0.761 0.0 -0.7 0.2
H -3.116 -1.753 0.610 0.2 0.0 0.1
H -4.010 -1.921 -2.515 0.0 0.1 0.0
H -5.189 -0.633 -2.344 0.1 0.3 0.3
H -5.131 -3.406 -1.225 0.1 0.0 0.2
H -6.526 -2.388 -1.608 0.0 -0.1 0.1
H -6.898 -3.789 0.279 0.0 0.0 0.0
H -6.092 -3.412 1.799 0.0 0.2 0.1
H -9.177 0.747 4.031 0.1 0.1 0.1
H -3.774 3.125 -0.917 0.0 -0.1 -0.1
H -2.359 2.537 -0.032 -0.1 0.0 0.0
H -1.808 4.482 -1.399 0.0 -0.1 0.1
H -0.867 3.047 -1.841 0.0 -0.1 -0.1
H -0.428 3.529 -3.915 0.0 0.0 0.1
H -1.708 3.741 -5.093 -0.2 -0.1 0.1
H -0.658 5.894 -4.955 0.0 -0.1 0.0
H -0.638 5.885 -3.194 -0.1 0.0 0.0
H -2.177 6.033 -4.068 0.0 0.0 0.0
K 6.383 1.404 1.195 -1.9 1.0 -0.7

***

13
Properties=species:S:1:pos:R:3:forces:R:3 method="wB97M-V/def2-TZVPD" spin_multiplicity=1 charge=+1 e_lumo_ha=-0.1500 total_energy_ha=-265.7138 e_above_lowest_kcal_mol=122.2
C 2.088 0.378 -0.135 -2.3 -0.1 0.0
C 1.128 -0.787 -0.092 -0.2 -1.7 3.4
C -1.062 0.473 0.776 -2.9 2.8 2.6
C -1.219 0.532 -0.657 1.8 -0.3 1.3
N 1.196 1.284 0.088 0.4 0.0 0.0
N 0.174 0.292 0.165 -1.3 0.4 -2.0
H 3.055 0.606 -0.411 2.1 0.0 -0.2
H 0.811 -1.307 -0.952 0.4 -0.7 -1.2
H 1.064 -1.516 0.844 0.9 1.4 -2.0
H -1.235 1.458 1.306 0.9 -1.0 -0.7
H -1.590 -0.229 1.364 0.3 -1.5 0.4
H -1.664 -0.238 -1.234 0.2 -0.8 -0.5
H -1.114 1.497 -1.012 -0.2 1.7 -1.2

***

21
Properties=species:S:1:pos:R:3:forces:R:3 method="wB97M-V/def2-TZVPD" spin_multiplicity=1 charge=0 e_lumo_ha=-0.0357 total_energy_ha=-487.7358
C 2.123 -3.899 -1.154 0.8 1.4 0.4
C 1.218 -2.905 -0.937 0.2 1.2 -1.3
C 1.220 -1.922 0.212 2.0 -0.4 0.4
C -0.240 -1.699 0.391 -1.1 0.9 3.4
O -0.786 -0.601 0.185 1.2 -2.1 -0.1
O 2.201 -4.671 -2.194 -1.0 -1.0 -0.6
Li 1.186 -5.718 -3.148 0.6 0.6 0.5
Cs -0.142 3.272 -0.436 0.9 -0.8 0.0
H 2.993 -3.923 -0.467 -0.4 -0.2 0.1
H 0.438 -2.776 -1.696 0.2 -0.1 0.1
H 2.466 -1.964 0.501 -2.6 -2.0 1.2
H -0.804 -2.496 0.915 -0.5 -0.2 -1.0
C 4.325 1.030 -2.347 0.0 -0.1 -0.4
C 4.321 1.424 -0.872 -0.7 -0.8 0.8
O 3.044 1.486 -0.339 -0.1 1.0 -0.3
H 5.319 0.686 -2.672 -0.1 0.2 -0.1
H 3.613 0.212 -2.540 0.2 0.2 0.3
H 3.996 1.880 -2.967 0.2 -0.2 0.1
H 4.981 2.311 -0.748 -0.4 0.4 -0.1
H 4.892 0.657 -0.303 0.2 -0.2 -0.2
H 1.518 -1.018 0.782 0.6 2.4 -3.2

***

5
Properties=species:S:1:pos:R:3:forces:R:3 method="wB97M-V/def2-TZVPD" spin_multiplicity=1 charge=0 e_lumo_ha=-0.0317 total_energy_ha=-8012.2300 e_above_lowest_kcal_mol=0.0
Br -1.468 -1.484 1.268 1.8 1.7 -1.5
Si 0.234 -0.030 -0.025 -4.0 0.5 -0.1
Br -0.057 -0.502 -2.195 0.4 0.0 1.1
Br -0.052 2.248 0.185 0.0 -1.5 -0.1
H 1.344 -0.232 0.768 1.8 -0.7 0.6